Molecular formula: C5H14
Method: DFT, ωB97M-V/def2-TZVPD

Geometry as XYZ:
```
19
C5H14 ωB97M-V/def2-TZVPD
C -1.19 -1.35 2.42
C -1.83 0.03 2.35
H -0.60 -1.48 3.32
H -1.84 -2.21 2.29
H -0.51 -1.42 1.57
H -2.44 0.27 3.19
H -2.50 0.11 1.50
H -1.06 0.79 2.23
C 1.24 -0.07 -1.93
C 1.36 1.21 -2.77
C 0.68 0.20 -0.53
H 0.66 -0.84 -2.42
H 2.27 -0.40 -1.78
H 1.49 0.97 -3.83
H 2.14 1.87 -2.40
H -0.32 0.61 -0.56
H 0.66 -0.77 -0.05
H 0.44 1.78 -2.74
H 1.36 0.71 0.16
```

Summary:
Highest occupied orbital energy: -11.33 eV
Energy above the lowest of the compared OMol25 structures with the same formula, charge and spin: 6.88 kcal per mole
HOMO-LUMO gap: 12.4658 eV
SMILES: CCC.CC

Molecular formula: C5H12N2O
Method: DFT, ωB97M-V/def2-TZVPD

Geometry as XYZ:
```
20
C5H12N2O ωB97M-V/def2-TZVPD
N -1.57 -0.71 2.28
C -0.19 -0.97 2.04
C 0.41 0.46 1.61
N 1.12 0.64 0.45
C 1.25 -0.31 -0.63
C -0.10 -0.37 -1.46
C -0.29 0.77 -2.50
O -0.01 1.46 2.18
H -2.14 -0.56 1.43
H -1.76 0.17 2.75
H -0.06 -1.69 1.24
H 0.38 -1.25 2.91
H 1.27 1.59 0.13
H 1.45 -1.31 -0.21
H 1.94 0.12 -1.35
H -0.49 -1.28 -1.92
H -0.76 -0.05 -0.62
H 0.76 1.28 -2.66
H -0.36 0.42 -3.55
H -0.84 1.61 -2.12
```

Summary:
Highest occupied orbital energy: -9.09 eV
Energy above the lowest of the compared OMol25 structures with the same formula, charge and spin: 49.77 kcal per mole
HOMO-LUMO gap: 9.9513 eV
SMILES: CCCNC(=O)CN

Molecular formula: C30H41Cl3CrN6O10P2S3
Method: DFT, ωB97M-V/def2-TZVPD

Geometry as XYZ:
```
96
C30H41Cl3CrN6O10P2S3 ωB97M-V/def2-TZVPD
Cr -1.28 -1.37 0.28
O -2.28 -2.68 -0.85
S -2.78 -1.94 -2.06
O -4.19 -1.82 -2.16
O -2.18 -0.23 -1.06
C -3.12 0.74 -0.87
C -3.10 1.82 -1.75
C -4.03 2.84 -1.63
C -4.99 2.80 -0.63
C -5.02 1.72 0.24
C -4.10 0.68 0.12
S -4.34 -0.63 1.33
O -4.89 -1.78 0.65
O -2.30 -0.59 2.89
O -2.72 -0.96 1.55
H -2.34 1.84 -2.51
H -4.00 3.67 -2.32
H -5.72 3.59 -0.53
H -5.76 1.68 1.03
C 1.85 -4.29 2.09
N 0.96 -3.85 3.16
C 1.41 -4.21 4.50
P -0.20 -2.72 2.96
O -0.56 -2.73 1.49
O 0.41 -1.28 3.33
P 0.54 0.06 2.44
O -0.25 0.06 1.16
N 0.15 1.36 3.31
C 0.89 1.66 4.53
C -1.12 2.07 3.18
N 2.14 0.02 2.11
C 3.18 -0.60 2.92
C 2.64 1.07 1.22
N -1.34 -3.00 4.06
C -1.62 -2.12 5.19
C -2.46 -3.86 3.66
H 2.08 -5.34 2.25
H 2.79 -3.72 2.08
H 1.35 -4.20 1.13
H 1.56 -5.29 4.55
H 0.66 -3.95 5.24
H 2.35 -3.72 4.76
H 1.80 1.06 4.59
H 0.28 1.45 5.41
H 1.17 2.71 4.55
H -1.61 1.79 2.25
H -0.92 3.14 3.19
H -1.80 1.82 4.00
H 2.77 -1.40 3.53
H 3.67 0.12 3.57
H 3.94 -1.03 2.26
H 1.83 1.45 0.60
H 3.40 0.65 0.56
H 3.08 1.90 1.78
H -0.73 -1.57 5.48
H -1.93 -2.74 6.03
H -2.42 -1.42 4.93
H -2.22 -4.41 2.76
H -3.34 -3.24 3.46
H -2.68 -4.56 4.46
Cl 3.55 4.62 0.50
C 3.04 3.65 -0.83
C 1.69 3.47 -1.07
C 1.30 2.66 -2.12
C 2.22 2.03 -2.95
C 1.70 1.16 -4.07
C 2.08 -0.32 -3.96
N 1.65 -0.87 -2.69
C 2.43 -1.51 -1.76
C 1.61 -1.86 -0.74
N 0.33 -1.44 -1.02
C 0.40 -0.85 -2.21
O 2.11 1.57 -5.36
C 1.23 2.49 -6.00
C -0.16 1.93 -6.13
C -1.27 2.42 -5.50
Cl -1.36 3.82 -4.51
S -2.67 1.47 -5.79
C -1.77 0.39 -6.77
C -0.47 0.75 -6.87
C 3.57 2.25 -2.69
Cl 4.82 1.55 -3.68
C 3.99 3.05 -1.64
H 0.95 3.95 -0.44
H 0.24 2.51 -2.31
H 0.60 1.21 -4.00
H 3.16 -0.45 -4.02
H 1.62 -0.87 -4.79
H 3.49 -1.65 -1.92
H 1.85 -2.34 0.19
H -0.43 -0.39 -2.71
H 1.67 2.66 -6.98
H 1.21 3.45 -5.47
H -2.27 -0.45 -7.24
H 0.26 0.21 -7.45
H 5.04 3.20 -1.45
```

Summary:
Charge: +1
Highest occupied orbital energy (alpha / beta): -10.68 / -10.72 eV
Energy above the lowest of the compared OMol25 structures with the same formula, charge and spin: 76.86 kcal per mole
HOMO-LUMO gap (alpha / beta): 7.8886 / 8.1836 eV
Spin multiplicity: 4

Molecular formula: C5H16NO
Method: DFT, ωB97M-V/def2-TZVPD

Geometry as XYZ:
```
23
C5H16NO ωB97M-V/def2-TZVPD
C 0.33 1.62 0.43
C -0.78 0.65 0.06
C -0.78 -0.68 0.84
C -1.08 -0.42 2.31
C 0.49 -1.50 0.67
N -0.71 0.40 -1.42
H 0.27 1.87 1.50
H 1.32 1.20 0.25
H 0.22 2.56 -0.11
H -1.75 1.13 0.22
H -1.61 -1.25 0.40
H -1.17 -1.37 2.84
H -0.29 0.16 2.78
H -2.02 0.12 2.44
H 0.41 -2.43 1.24
H 0.64 -1.80 -0.37
H 1.37 -0.97 1.03
H 0.22 0.05 -1.72
H -1.43 -0.30 -1.73
H -0.91 1.28 -1.96
H 2.59 0.61 -2.49
H 2.48 -0.91 -2.48
O 2.01 -0.11 -2.21
```

Summary:
Highest occupied orbital energy (alpha / beta): -3.01 / -11.77 eV
Energy above the lowest of the compared OMol25 structures with the same formula, charge and spin: 15.18 kcal per mole
HOMO-LUMO gap (alpha / beta): 3.6061 / 12.1993 eV
Spin multiplicity: 2

Molecular formula: C5H14
Method: DFT, ωB97M-V/def2-TZVPD

Geometry as XYZ:
```
19
C5H14 ωB97M-V/def2-TZVPD
C -1.97 0.71 0.01
C -2.46 0.22 1.36
C -1.36 -0.28 -0.97
H -1.36 1.62 0.14
H -2.74 1.23 -0.57
H -1.83 -0.66 1.58
H -2.34 0.88 2.22
H -2.19 -0.91 -1.30
H -3.50 -0.09 1.40
H -0.67 -1.03 -0.56
H -0.90 0.21 -1.83
C 2.96 0.31 0.29
C 2.64 -0.87 -0.64
H 3.27 0.05 1.31
H 3.87 0.77 -0.09
H 2.13 1.02 0.40
H 2.69 -0.65 -1.70
H 1.65 -1.31 -0.70
H 3.30 -1.74 -0.54
```

Summary:
Highest occupied orbital energy: -10.89 eV
Energy above the lowest of the compared OMol25 structures with the same formula, charge and spin: 15.87 kcal per mole
HOMO-LUMO gap: 12.0146 eV
SMILES: CCC.CC

Molecular formula: C3H6NO2
Method: DFT, ωB97M-V/def2-TZVPD

Geometry as XYZ:
```
12
C3H6NO2 ωB97M-V/def2-TZVPD
C -1.93 -0.39 0.40
C -1.43 0.24 -0.82
C 1.76 -0.27 0.27
N -0.70 -0.23 0.43
O -2.94 -0.81 0.94
O 0.48 -0.29 0.98
H -1.03 -0.41 -1.61
H -1.58 1.30 -1.03
H 2.33 0.07 1.01
H 1.69 0.31 -0.71
H 2.10 -1.21 -0.11
H -2.87 -1.36 1.71
```

Summary:
Charge: +1
Highest occupied orbital energy: -15.14 eV
Energy above the lowest of the compared OMol25 structures with the same formula, charge and spin: 120.55 kcal per mole
HOMO-LUMO gap: 11.5264 eV
SMILES: CO[N+]1=C(O)C1

Molecular formula: C17H44Be3N4O7
Method: DFT, ωB97M-V/def2-TZVPD

Geometry as XYZ:
```
75
C17H44Be3N4O7 ωB97M-V/def2-TZVPD
Be -28.66 10.37 3.43
Be -28.29 5.06 3.95
Be -24.54 8.58 2.41
C -27.18 7.82 3.57
O -28.42 7.68 3.73
O -26.68 9.00 3.63
O -26.42 6.87 3.22
C -28.91 6.14 1.17
C -29.76 4.92 1.50
C -29.01 3.61 1.31
O -27.90 3.54 2.15
C -26.90 2.62 1.71
N -30.12 5.04 2.92
H -27.83 6.02 1.21
H -29.20 7.08 1.65
H -28.98 6.36 0.10
H -30.69 5.01 0.93
H -28.73 3.57 0.25
H -29.66 2.76 1.53
H -26.47 2.89 0.74
H -27.27 1.60 1.75
H -26.05 2.73 2.38
H -30.75 5.83 3.03
H -30.72 4.22 3.03
C -23.10 6.89 6.43
C -23.75 7.69 5.26
C -23.49 9.18 5.53
O -23.81 9.87 4.33
C -23.92 11.31 4.54
N -23.15 7.30 4.00
H -23.39 7.25 7.42
H -22.02 6.91 6.34
H -23.29 5.82 6.42
H -24.83 7.55 5.32
H -22.44 9.35 5.81
H -24.01 9.57 6.41
H -22.91 11.72 4.45
H -24.32 11.59 5.51
H -24.61 11.72 3.81
H -23.15 6.29 3.97
H -22.17 7.57 4.03
C -32.35 9.62 5.57
C -30.95 10.27 5.18
C -29.92 10.22 6.28
O -28.65 10.69 5.74
C -27.55 10.90 6.64
N -30.39 9.49 4.05
H -32.33 8.54 5.69
H -33.03 9.87 4.75
H -32.91 10.15 6.34
H -31.02 11.33 4.94
H -29.71 9.22 6.65
H -30.12 10.92 7.09
H -27.22 11.92 6.83
H -26.72 10.43 6.11
H -27.56 10.38 7.60
H -30.07 8.54 4.18
H -31.22 9.31 3.48
C -25.11 2.82 6.41
C -26.17 3.80 5.93
C -26.42 4.99 6.80
O -27.30 5.91 6.08
C -27.62 7.01 6.96
N -26.04 4.23 4.51
H -25.13 1.93 5.80
H -25.31 2.55 7.45
H -24.11 3.26 6.32
H -27.05 3.16 5.96
H -25.59 5.52 7.28
H -26.99 4.67 7.68
H -28.42 6.72 7.64
H -28.12 7.76 6.34
H -26.84 7.54 7.49
H -25.51 5.09 4.42
H -25.44 3.59 4.01
```

Summary:
Charge: +4
Highest occupied orbital energy: -20.63 eV
Energy above the lowest of the compared OMol25 structures with the same formula, charge and spin: 0.00 kcal per mole
HOMO-LUMO gap: 5.9807 eV

Molecular formula: C2H8N2
Method: DFT, ωB97M-V/def2-TZVPD

Geometry as XYZ:
```
12
C2H8N2 ωB97M-V/def2-TZVPD
N 6.33 0.02 -3.09
H 5.57 0.65 -3.20
H 6.74 0.06 -2.18
H 6.24 -0.97 -3.17
C -2.17 -0.73 1.49
C -3.37 -0.19 1.74
N -3.90 0.81 0.90
H -1.61 -0.19 0.81
H -2.02 -1.77 1.77
H -3.99 -0.60 2.46
H -3.24 1.56 0.96
H -4.58 1.36 1.51
```

Summary:
Charge: -1
Highest occupied orbital energy (alpha / beta): 1.49 / -4.47 eV
Energy above the lowest of the compared OMol25 structures with the same formula, charge and spin: 33.54 kcal per mole
HOMO-LUMO gap (alpha / beta): 1.2375 / 7.1031 eV
Spin multiplicity: 2

Molecular formula: C41H78BN2O33P4
Method: DFT, ωB97M-V/def2-TZVPD

Geometry as XYZ:
```
159
C41H78BN2O33P4 ωB97M-V/def2-TZVPD
O 0.98 -1.46 -1.08
C 0.38 -0.74 -0.37
O 0.93 0.10 0.50
B -0.08 0.75 1.29
O -1.37 0.15 0.83
C -1.15 -0.70 -0.14
O -1.94 -1.39 -0.70
O -0.15 2.22 1.04
C -0.12 2.88 2.18
O -0.25 4.06 2.38
C -0.19 1.79 3.33
O 0.08 0.63 2.74
O -0.25 2.01 4.50
C 4.80 0.63 -1.36
C 4.90 1.86 -2.15
N 4.97 2.79 -2.80
H 5.30 -0.21 -1.84
H 3.78 0.36 -1.13
H 5.35 0.81 -0.43
C -2.49 -0.70 -4.14
C -2.65 -1.66 -5.21
N -2.74 -2.40 -6.07
H -2.60 0.33 -4.48
H -1.46 -0.71 -3.77
H -3.07 -0.90 -3.24
C -7.61 -4.71 -5.00
C -8.10 -3.37 -4.45
O -7.31 -2.87 -3.40
P -5.82 -2.35 -3.65
O -4.87 -3.46 -3.70
O -5.87 -1.49 -4.97
C -6.57 -0.21 -4.89
C -7.31 0.06 -6.17
O -5.64 -1.28 -2.50
C -5.09 -1.74 -1.23
C -4.87 -0.53 -0.39
H -6.69 -4.56 -5.56
H -7.47 -5.44 -4.20
H -8.35 -5.16 -5.66
H -8.08 -2.76 -5.36
H -9.14 -3.35 -4.12
H -7.23 -0.15 -4.02
H -5.77 0.51 -4.72
H -7.81 -0.81 -6.58
H -8.06 0.85 -5.96
H -6.75 0.55 -6.97
H -5.86 -2.36 -0.76
H -4.20 -2.35 -1.38
H -4.51 -0.77 0.61
H -4.03 0.08 -0.73
H -5.66 0.22 -0.41
C 2.83 3.63 3.87
C 4.23 3.48 4.39
O 4.52 4.58 5.28
P 5.88 4.83 6.03
O 7.08 4.12 5.58
O 5.96 6.41 5.97
C 6.40 7.14 4.82
C 6.88 8.53 5.23
O 5.60 4.60 7.58
C 4.82 5.57 8.30
C 4.67 5.16 9.75
H 2.32 4.56 4.11
H 2.66 3.60 2.78
H 2.18 2.83 4.23
H 4.40 2.51 4.85
H 4.98 3.55 3.60
H 7.29 6.68 4.38
H 5.54 7.25 4.15
H 6.20 9.08 5.88
H 7.79 8.46 5.82
H 6.98 9.13 4.33
H 5.29 6.55 8.24
H 3.85 5.74 7.83
H 3.76 4.58 9.93
H 5.37 4.40 10.10
H 4.61 6.06 10.35
C -5.45 6.25 -1.98
C -4.83 4.89 -1.75
O -4.60 4.31 -3.06
P -4.35 2.74 -3.16
O -5.54 1.95 -2.90
O -3.85 2.53 -4.65
C -4.51 3.15 -5.77
C -3.69 4.34 -6.24
O -3.04 2.46 -2.35
C -1.86 3.23 -2.71
C -0.73 2.26 -3.00
H -6.45 6.27 -2.41
H -5.45 6.90 -1.11
H -4.82 6.77 -2.71
H -3.91 4.95 -1.16
H -5.43 4.24 -1.09
H -4.68 2.40 -6.55
H -5.46 3.55 -5.41
H -3.70 5.07 -5.43
H -2.66 4.08 -6.49
H -4.13 4.79 -7.14
H -2.04 3.80 -3.62
H -1.59 3.86 -1.86
H -0.78 1.38 -2.37
H -0.83 1.89 -4.02
H 0.22 2.74 -2.78
C 4.85 -3.50 -2.03
C 4.32 -3.22 -0.65
O 5.32 -2.39 0.02
P 5.34 -2.31 1.61
O 6.31 -1.38 2.19
O 3.84 -1.88 1.90
C 3.39 -1.46 3.18
C 3.79 -2.36 4.34
O 5.40 -3.83 2.04
C 6.47 -4.70 1.65
C 7.43 -4.83 2.84
H 5.81 -4.01 -1.93
H 4.18 -4.25 -2.47
H 4.90 -2.61 -2.64
H 3.40 -2.64 -0.64
H 4.11 -4.14 -0.10
H 3.77 -0.46 3.38
H 2.30 -1.34 3.21
H 4.89 -2.35 4.36
H 3.26 -1.99 5.22
H 3.47 -3.41 4.34
H 6.07 -5.66 1.34
H 6.98 -4.33 0.76
H 8.13 -4.00 2.90
H 6.75 -4.93 3.68
H 8.00 -5.76 2.72
C -1.49 -4.43 -1.94
C -1.93 -4.95 -3.33
O -0.80 -4.59 -4.17
C 0.06 -3.79 -3.51
O 1.06 -3.39 -3.99
O -0.30 -3.68 -2.21
H -1.19 -5.33 -1.40
H -2.24 -3.75 -1.56
H -2.70 -4.34 -3.81
H -2.18 -6.00 -3.35
C 1.16 -4.68 0.71
C 2.13 -4.76 1.89
O 2.72 -6.07 1.69
C 2.64 -6.39 0.39
O 3.22 -7.25 -0.14
O 1.85 -5.50 -0.26
H 1.09 -3.63 0.40
H 0.11 -4.97 0.82
H 1.64 -4.84 2.86
H 2.96 -4.05 1.80
C -1.03 -2.75 2.72
C -2.09 -1.88 3.41
O -3.26 -2.74 3.40
C -3.16 -3.55 2.34
O -4.00 -4.20 1.80
O -1.88 -3.55 1.88
H -0.40 -3.32 3.40
H -0.44 -2.14 2.04
H -2.39 -0.89 3.08
H -1.83 -1.79 4.47
```

Summary:
Charge: -1
Highest occupied orbital energy: -8.11 eV
Energy above the lowest of the compared OMol25 structures with the same formula, charge and spin: 14.02 kcal per mole
HOMO-LUMO gap: 10.0841 eV

Molecular formula: C24H36FeP2Si
Method: DFT, ωB97M-V/def2-TZVPD

Geometry as XYZ:
```
64
C24H36FeP2Si ωB97M-V/def2-TZVPD
C 0.42 1.88 0.62
C -0.70 1.66 -0.23
C -1.89 1.71 0.55
H -0.67 1.51 -1.30
C -1.52 2.02 1.89
C -0.08 2.13 1.95
H 0.53 2.43 2.79
H 1.45 1.96 0.29
H -2.90 1.67 0.15
H -2.22 2.29 2.68
Fe -0.62 0.22 1.38
C -1.10 -1.35 -1.26
H -0.83 -0.41 -0.73
H -0.56 -2.22 -0.86
H -2.18 -1.48 -1.28
Si -0.52 -1.10 -3.45
C 1.29 -0.86 -2.90
C 1.81 0.37 -2.48
H 1.21 1.29 -2.50
C 3.13 0.46 -2.03
H 3.51 1.43 -1.68
C 3.98 -0.65 -2.06
H 5.02 -0.55 -1.76
C 3.46 -1.88 -2.50
H 4.11 -2.75 -2.57
C 2.12 -1.99 -2.87
H 1.69 -2.96 -3.12
C -1.42 0.57 -3.47
C -0.76 1.65 -4.07
H 0.18 1.48 -4.61
C -1.29 2.94 -3.99
H -0.74 3.78 -4.43
C -2.52 3.14 -3.35
H -2.92 4.16 -3.25
C -3.24 2.05 -2.86
H -4.23 2.20 -2.42
C -2.70 0.76 -2.93
H -3.26 -0.09 -2.56
H -1.19 -2.43 -3.39
H -0.29 -1.06 -4.91
C 2.76 -0.47 1.53
P 1.09 -1.01 1.05
C 1.17 -2.80 1.15
C -1.85 -1.24 1.77
C -1.62 -1.36 3.27
P -0.24 -0.16 3.57
C -0.96 0.97 4.79
C 1.04 -1.04 4.51
H 3.29 -1.33 1.96
H 2.69 0.34 2.27
H 3.29 -0.12 0.63
H 1.79 -3.07 2.02
H 0.16 -3.23 1.26
H 1.63 -3.18 0.22
H -2.79 -0.72 1.53
H -1.79 -2.18 1.21
H -2.49 -1.03 3.85
H -1.30 -2.36 3.62
H -0.91 0.51 5.78
H -0.40 1.91 4.81
H -2.01 1.20 4.56
H 0.66 -1.20 5.53
H 1.29 -2.01 4.06
H 1.94 -0.43 4.56
```

Summary:
Highest occupied orbital energy (alpha / beta): -5.48 / -7.21 eV
Energy above the lowest of the compared OMol25 structures with the same formula, charge and spin: 0.00 kcal per mole
HOMO-LUMO gap (alpha / beta): 6.1574 / 5.9433 eV
Spin multiplicity: 5

| no. | maximum force (eV Å⁻¹) | DFT total energy (hartree) |
| --- | --- | --- |
| 1 | 1.62 | -198.8782 |
| 2 | 4.36 | -382.4232 |
| 3 | 0.47 | -6550.9956 |
| 4 | 0.36 | -329.9916 |
| 5 | 2.36 | -198.8639 |
| 6 | 6.09 | -322.6868 |
| 7 | 4.93 | -1462.4592 |
| 8 | 2.88 | -190.3921 |
| 9 | 2.36 | -5592.5271 |
| 10 | 2.48 | -3171.7498 |